#1
Here is a cluster of 4 separate species, C2H11O4 in total from OMol25. Energies are from ωB97M-V/def2-TZVPD.

Geometry as XYZ:
```
17
Properties=species:S:1:pos:R:3
C -0.252 -0.860 0.783
O -0.353 0.133 -0.180
C 1.114 -0.880 1.526
H -1.126 -0.968 1.431
H -0.206 -1.848 0.247
H 1.667 -1.800 1.336
H 1.761 -0.058 1.241
H 0.982 -0.963 2.619
H -0.108 1.327 1.336
H 0.490 2.669 1.045
O 0.161 2.162 1.790
H 1.652 -0.799 -1.778
H 0.963 0.431 -1.287
O 1.787 0.154 -1.776
H -1.626 -0.565 -1.469
H -2.287 -1.174 -2.716
O -2.506 -0.693 -1.915
```

Properties
charge = -1
frontier orbital gap = 7.95 eV
HOMO energy = -3.9 eV

Results of the natural (NBO) charge analysis, in e, for atoms 1 through 2:
1 C -0.0583
2 O -0.9939

#2
Here is a cluster of 4 separate species, C2H11O4 in total from OMol25. Energies are from ωB97M-V/def2-TZVPD.

Geometry as XYZ:
```
17
Properties=species:S:1:pos:R:3
C 0.155 -0.858 -1.409
O 0.520 -0.300 -0.227
C 0.241 0.034 -2.667
H 0.858 -1.674 -1.680
H -0.762 -1.482 -1.377
H 0.119 -0.702 -3.468
H -0.554 0.768 -2.733
H 1.248 0.437 -2.702
H -2.110 1.255 -0.113
H -0.665 0.812 0.026
O -1.268 1.609 0.190
H 0.272 -1.786 2.392
H 0.110 -1.301 0.979
O -0.194 -2.050 1.589
H 0.005 1.788 1.596
H 1.211 0.988 1.438
O 0.732 1.446 2.148
```

Properties
charge = -1
frontier orbital gap = 8.23 eV
HOMO energy = -4.1 eV

Results of the natural (NBO) charge analysis, in e, for atoms 1 through 2:
1 C -0.0254
2 O -0.9541

How do the energies compare? Relative to the most stable structure, in eV: #1 0.329; #2 0.000.

#1
Here is the ion C6H13N4 with charge +1 from OMol25. Energies are from ωB97M-V/def2-TZVPD.

Geometry as XYZ:
```
23
Properties=species:S:1:pos:R:3
H 1.714 -2.231 -1.162
N 1.208 -2.382 -0.321
C 0.486 -1.326 -0.017
C -0.574 -1.694 0.897
N -1.676 -1.095 0.818
C -2.700 -1.522 1.659
C 0.562 0.185 -0.400
N 1.698 0.746 -0.771
C 3.051 0.340 -0.607
N -0.632 0.683 -0.647
C -0.927 2.056 -1.062
H -0.306 -2.638 1.423
H -3.287 -0.586 1.862
H -2.238 -1.782 2.531
H -3.485 -2.214 1.186
H 1.529 1.670 -1.224
H 3.702 0.892 0.065
H 2.891 -0.708 -0.353
H 3.584 0.385 -1.594
H -1.336 0.041 -0.190
H -1.674 2.494 -0.327
H -1.531 1.965 -1.919
H -0.016 2.706 -1.239
```

Properties
charge = +1
frontier orbital gap = 9.39 eV
SMILES = [H]/N=C(/C=N/C)C(\NC)=[NH+]\C
HOMO energy = -13.9 eV

Results of the natural (NBO) charge analysis, in e, for atoms 1 through 2:
1 H 0.3522
2 N -0.4867

#2
Here is a cluster of 2 separate species, C6H13N4 in total from OMol25. Energies are from ωB97M-V/def2-TZVPD.

Geometry as XYZ:
```
23
Properties=species:S:1:pos:R:3
C -0.193 -2.900 0.930
C 0.493 1.465 -1.776
C -2.333 -2.401 0.960
C 0.568 2.691 -0.759
C -1.502 -1.150 0.791
C 1.388 0.499 -1.077
N -1.320 -3.456 1.175
N 0.366 1.928 0.492
N -0.244 -1.439 0.742
N 1.190 0.735 0.387
H 0.759 -3.382 1.142
H -0.417 1.006 -1.796
H 0.810 1.750 -2.785
H -2.997 -2.365 1.794
H -3.048 -2.715 0.170
H 1.656 3.131 -0.721
H -0.158 3.537 -1.040
H -1.764 -0.100 0.778
H 0.625 -0.264 0.871
H 1.138 -0.532 -1.228
H 2.494 0.553 -1.230
H 0.423 2.408 1.397
H 2.064 1.000 0.784
```

Properties
charge = +1
frontier orbital gap = 9.97 eV
HOMO energy = -13.5 eV

Results of the natural (NBO) charge analysis, in e, for atoms 1 through 2:
1 C 0.2023
2 C -0.4220

#3
Here is a cluster of 2 separate species, C6H13N4 in total from OMol25. Energies are from ωB97M-V/def2-TZVPD.

Geometry as XYZ:
```
23
Properties=species:S:1:pos:R:3
C -0.621 -1.971 -1.008
C -1.863 -1.353 -1.285
C 0.276 -1.394 -0.205
C -2.183 -0.107 -0.875
C 0.079 -0.045 0.221
C -1.238 0.704 -0.182
N 3.415 -0.190 1.634
N 1.049 0.606 0.709
N -1.816 1.394 0.928
N -0.787 1.609 -1.308
H -0.371 -3.028 -1.288
H -2.584 -2.058 -1.822
H 1.286 -1.779 -0.078
H -3.311 0.179 -0.885
H 3.376 -0.987 1.122
H 3.190 -0.371 2.587
H 0.920 1.579 1.097
H 2.132 0.244 0.716
H -2.753 1.243 0.846
H -1.744 2.467 0.908
H 4.335 0.211 1.636
H 0.227 1.837 -1.305
H -1.015 1.210 -2.164
```

Properties
charge = +1
frontier orbital gap = 8.57 eV
HOMO energy = -13.2 eV

Results of the natural (NBO) charge analysis, in e, for atoms 1 through 2:
1 C -0.0689
2 C -0.2479

How do the energies compare? Relative to the most stable structure, in eV: #1 0.636; #2 0.905; #3 0.000.

#1
Here is the ion C6H13N4 with charge +1 from OMol25. Energies are from ωB97M-V/def2-TZVPD.

Geometry as XYZ:
```
23
Properties=species:S:1:pos:R:3
N 2.779 0.555 0.030
N 1.532 0.545 -0.762
C 0.269 0.559 0.024
N 0.595 1.219 1.279
C -0.751 1.241 -0.757
C -2.013 0.950 -0.706
C -2.446 -0.248 -0.011
C -1.556 -1.144 0.518
C -0.137 -0.923 0.480
N 0.447 -1.848 -0.668
H 2.904 -0.396 0.498
H 2.565 1.177 0.778
H 1.842 1.265 -1.478
H 0.076 0.950 2.071
H 0.561 2.249 1.293
H -0.341 2.147 -1.249
H -2.797 1.613 -1.129
H -3.527 -0.556 0.109
H -2.003 -2.124 0.961
H 0.369 -1.254 1.434
H 0.826 -2.746 -0.260
H -0.318 -1.973 -1.343
H 1.124 -1.260 -1.111
```

Properties
charge = +1
frontier orbital gap = 9.14 eV
SMILES = NN[C@@]1(N)C=CC=C[C@H]1[NH3+]
HOMO energy = -13.0 eV

Results of the natural (NBO) charge analysis, in e, for atoms 1 through 2:
1 N -0.6295
2 N -0.5640

#2
Here is a cluster of 2 separate species, C6H13N4 in total from OMol25. Energies are from ωB97M-V/def2-TZVPD.

Geometry as XYZ:
```
23
Properties=species:S:1:pos:R:3
C 0.074 -0.099 -0.971
C -0.205 -1.388 -0.416
C 0.749 0.664 0.539
C -0.668 -2.580 -1.272
C 0.062 1.858 -2.479
C -0.046 0.460 -2.172
N -0.044 -1.450 0.875
N 0.495 -0.307 1.359
N 1.510 1.762 0.706
N -0.766 -0.217 3.568
H 0.214 -2.727 -2.031
H -0.597 -3.388 -0.673
H -1.689 -2.269 -1.707
H -0.879 2.375 -2.597
H 0.588 2.389 -1.583
H 0.659 2.043 -3.378
H -0.431 -0.211 -2.945
H 0.415 -0.260 2.401
H 1.493 2.645 0.177
H 1.997 1.629 1.615
H -1.598 0.280 3.238
H -0.534 -0.062 4.564
H -0.799 -1.148 3.182
```

Properties
charge = +1
frontier orbital gap = 8.81 eV
HOMO energy = -13.1 eV

Results of the natural (NBO) charge analysis, in e, for atoms 1 through 2:
1 C -0.0953
2 C 0.2355

How do the energies compare? Relative to the most stable structure, in eV: #1 0.159; #2 0.000.

#1
Here is a cluster of 2 separate species, C2H4N2S3 in total from OMol25. Energies are from ωB97M-V/def2-TZVPD.

Geometry as XYZ:
```
11
Properties=species:S:1:pos:R:3
H 1.688 -1.334 0.257
N 0.659 -1.068 0.145
N 0.140 -1.500 -0.926
S -1.497 -1.421 -1.192
S 1.306 -2.243 -2.211
H 0.532 -3.123 -2.804
C 0.082 3.135 0.937
C -0.775 2.374 1.410
S -1.978 1.295 1.817
H 1.084 3.633 1.198
H -1.242 0.251 1.370
```

Properties
charge = 0
frontier orbital gap = 7.83 eV
SMILES = [H]/N=[N+](/[S-])S.C#CS
HOMO energy = -8.7 eV

Results of the natural (NBO) charge analysis, in e, for atoms 1 through 2:
1 H 0.3399
2 N -0.3560

#2
Here is the molecule C2H4N2S3 from OMol25. Energies are from ωB97M-V/def2-TZVPD.

Geometry as XYZ:
```
11
Properties=species:S:1:pos:R:3
C -0.588 1.338 -0.173
C -0.454 0.056 -0.042
N 1.859 1.506 -0.233
N 0.654 -0.736 -0.106
S 2.131 0.142 0.483
S -1.952 -0.894 0.353
S 0.393 -2.379 -0.230
H -1.122 2.124 0.214
H 2.052 1.536 -1.217
H -2.815 -0.011 -0.171
H -0.158 -2.683 1.121
```

Properties
charge = 0
frontier orbital gap (alpha / beta) = 7.54 / 6.72 eV
HOMO energy (alpha / beta) = -8.2 / -8.0 eV

Results of the natural (NBO) charge analysis, in e, for atoms 1 through 2:
1 C -0.0843
2 C -0.0565

How do the energies compare? Relative to the most stable structure, in eV: #1 0.000; #2 0.525.

#1
Here is the molecule C2H4N2S3 from OMol25. Energies are from ωB97M-V/def2-TZVPD.

Geometry as XYZ:
```
11
Properties=species:S:1:pos:R:3
C 0.668 -1.124 -0.716
C -0.501 -0.580 -1.068
N -0.870 0.389 0.747
N 0.207 0.319 1.455
S 1.139 -1.096 1.052
S -1.581 -0.153 -2.329
S 1.367 1.951 1.507
H 1.343 -1.791 -1.223
H -1.288 1.249 0.453
H -1.615 -1.373 -2.768
H 1.132 2.209 2.891
```

Properties
charge = 0
frontier orbital gap (alpha / beta) = 7.55 / 7.55 eV
HOMO energy (alpha / beta) = -7.6 / -7.6 eV

Results of the natural (NBO) charge analysis, in e, for atoms 1 through 2:
1 C -0.4601
2 C -0.1317

#2
Here is a cluster of 2 separate species, C2H4N2S3 in total from OMol25. Energies are from ωB97M-V/def2-TZVPD.

Geometry as XYZ:
```
11
Properties=species:S:1:pos:R:3
S 0.357 2.024 0.785
C -0.175 0.877 -0.358
C -1.379 0.218 -0.329
S -1.288 -1.089 -1.437
N 0.188 -0.561 -1.979
N 0.642 0.425 -1.335
H 1.507 2.300 0.350
H -2.260 0.468 0.301
S 0.229 -1.629 1.482
H 1.140 -0.815 1.971
H 1.037 -2.219 0.550
```

Properties
charge = 0
frontier orbital gap = 9.12 eV
SMILES = Sc1csnn1.S
HOMO energy = -8.9 eV

Results of the natural (NBO) charge analysis, in e, for atoms 1 through 2:
1 S 0.0796
2 C -0.0953

How do the energies compare? Relative to the most stable structure, in eV: #1 3.781; #2 0.000.

#1
Here is a cluster of 40 separate species, H80O40 in total from OMol25. Energies are from ωB97M-V/def2-TZVPD.

Geometry as XYZ:
```
120
Properties=species:S:1:pos:R:3
H -2.007 -0.667 1.535
H -3.565 -0.560 1.241
O -2.683 -1.223 1.149
H 2.259 1.576 -2.122
H 1.755 0.258 -1.834
O 2.029 1.074 -1.388
H 1.984 -3.322 1.637
H 3.302 -3.275 1.116
O 2.490 -3.084 0.911
H -3.484 -0.027 -3.024
H -2.834 0.840 -2.020
O -2.931 0.652 -2.846
H 4.478 2.974 1.153
H 5.253 1.804 1.146
O 5.276 2.632 1.563
H -5.202 -4.002 -1.682
O -5.205 -3.143 -1.456
H 3.764 3.476 -4.255
O 3.866 4.219 -3.651
H -2.815 -4.469 0.389
H -2.511 -3.801 1.886
O -2.985 -3.708 1.049
H -0.403 -6.073 -2.380
H -0.498 -4.939 -3.328
O -0.302 -5.824 -3.291
H 1.991 -3.352 -2.164
H 0.926 -3.232 -1.047
O 1.525 -2.654 -1.611
H -0.900 -2.824 4.124
H -1.875 -3.939 3.787
O -1.327 -3.325 3.316
H -0.509 2.207 -0.197
O -1.131 1.397 -0.474
H 2.019 0.355 0.096
H 1.800 -0.263 1.531
O 2.296 -0.067 0.828
H -1.096 -2.472 0.958
H -0.086 -3.579 0.982
O -0.246 -2.593 1.185
H 3.342 -0.761 -0.076
H 3.519 -0.892 -1.538
O 4.016 -0.629 -0.818
H -3.204 1.962 1.404
H -2.917 1.817 0.115
O -3.458 1.433 0.726
H -3.327 -4.225 -1.781
H -1.965 -3.588 -1.246
O -2.454 -4.517 -1.492
H -2.866 4.359 -1.521
H -1.404 4.012 -1.398
O -2.155 4.083 -1.027
H -5.000 -2.736 3.115
O -4.417 -2.078 3.368
H 5.067 -4.395 1.601
H 5.745 -2.944 1.804
O 4.948 -3.459 1.784
H -4.638 1.398 3.590
O -3.974 1.688 3.885
H -0.202 -0.496 -6.474
H -0.816 -1.926 -6.278
O -0.132 -1.371 -6.680
H 1.181 2.897 -1.176
H 0.796 4.105 -0.101
O 0.462 3.615 -0.976
H 3.040 -0.640 -5.554
H 2.497 -0.078 -4.223
O 3.084 0.030 -4.898
H -1.686 4.749 4.164
H -1.669 3.851 3.169
O -1.301 3.959 4.034
H 3.005 5.184 -0.078
H 2.602 4.035 -0.858
O 2.648 4.358 0.065
H -0.169 1.570 -3.602
H -1.609 1.194 -3.797
O -0.714 0.772 -4.177
H -0.944 -1.175 -2.233
H -1.130 -1.754 -0.936
O -1.447 -1.824 -1.914
H 0.718 2.395 2.157
H 1.710 3.200 1.491
O 1.188 2.429 1.286
H 0.184 5.936 2.832
H 0.952 4.617 2.354
O 0.835 5.609 2.289
H -4.942 2.961 0.749
H -5.884 3.355 1.499
O -4.941 3.655 1.413
H 2.134 -5.977 -0.382
O 1.560 -5.153 -0.196
H -2.744 -2.753 -5.602
H -1.844 -2.298 -4.304
O -2.126 -3.034 -5.017
H -3.518 -2.178 3.075
H -4.666 -3.222 -0.532
H -3.700 2.543 3.670
H 2.963 4.652 -3.768
H -1.039 0.782 0.262
H 2.389 -4.565 0.124
O 5.693 0.015 3.233
H 5.916 0.534 2.574
H 4.997 -0.544 2.844
O 1.045 2.760 -4.311
H 1.323 1.795 -4.171
H 1.131 2.678 -5.273
O -1.865 0.879 3.059
H -1.529 0.732 3.878
H -1.039 1.066 2.508
O 0.671 -1.274 4.419
H 0.287 -1.205 3.433
H 1.650 -1.412 4.157
O 0.583 -0.660 -2.998
H 0.798 -1.507 -2.522
H -0.168 -0.273 -3.176
O 3.073 3.621 3.449
H 3.460 4.404 3.309
H 3.317 3.553 4.365
O -1.315 0.829 5.424
H -1.686 1.619 5.901
H -0.339 0.806 5.717
```

Properties
charge = 0
frontier orbital gap = 9.63 eV
HOMO energy = -10.0 eV

Results of the Mulliken charge analysis, in e, for atoms 1 through 2:
1 H 0.0117
2 H 0.2787

#2
Here is a cluster of 40 separate species, H80O40 in total from OMol25. Energies are from ωB97M-V/def2-TZVPD.

Geometry as XYZ:
```
120
Properties=species:S:1:pos:R:3
H -2.305 4.593 -0.273
H -1.104 5.020 0.507
O -1.876 5.421 -0.010
H 3.004 1.913 5.639
H 1.968 1.219 4.621
O 2.384 1.203 5.460
H -1.395 -5.424 -0.049
H -1.626 -5.344 -1.728
O -1.903 -5.395 -0.835
H -0.037 -3.129 -1.139
H 1.356 -3.398 -1.104
O 0.565 -3.771 -1.556
H -2.134 -0.422 -0.934
H -2.381 0.866 -0.157
O -1.835 0.081 -0.193
H 4.464 4.173 -3.085
O 3.515 4.030 -3.118
H 1.715 6.749 -1.336
O 2.556 6.721 -0.867
H 3.234 4.463 0.083
H 4.222 4.337 1.280
O 3.610 3.753 0.705
H -0.986 3.115 4.510
H -0.103 4.185 4.177
O -0.503 3.813 4.974
H 1.174 -1.982 2.385
H -0.167 -2.266 1.666
O 0.328 -2.389 2.504
H 0.232 -3.334 -6.032
H -0.149 -2.979 -4.598
O 0.052 -3.708 -5.177
H 2.968 -4.954 1.505
O 2.753 -4.163 1.033
H -4.652 -1.874 -1.835
H -3.839 -0.508 -1.891
O -4.255 -1.151 -1.326
H -3.287 -0.579 5.758
H -3.459 -1.938 5.149
O -3.874 -1.092 5.177
H -3.138 -3.364 -2.729
H -3.348 -3.165 -4.352
O -3.549 -2.806 -3.448
H 2.437 0.928 0.633
H 3.082 1.643 1.946
O 2.871 0.813 1.515
H 3.672 -1.131 0.715
H 4.844 -0.361 1.292
O 4.598 -0.898 0.509
H -3.699 -2.328 2.474
H -3.632 -3.482 1.445
O -4.218 -2.887 1.894
H 0.410 3.334 -0.805
O 1.370 3.695 -0.706
H 1.918 -2.170 5.449
H 2.819 -1.805 4.192
O 2.776 -2.209 5.042
H -3.504 1.903 -3.277
O -3.701 0.955 -3.138
H -0.365 -1.311 -2.148
H 0.499 -0.231 -2.412
O 0.380 -0.899 -1.713
H -0.212 -4.490 1.843
H 0.242 -4.638 0.511
O -0.481 -4.148 0.986
H 3.706 0.592 -3.732
H 4.721 0.647 -2.634
O 3.866 1.096 -2.897
H 0.121 3.166 2.727
H 1.406 3.497 2.046
O 0.697 3.939 2.510
H 4.833 -3.058 -2.602
H 4.244 -1.828 -2.145
O 4.634 -2.649 -1.728
H -4.747 -0.217 3.245
H -3.927 -0.045 1.822
O -3.957 0.004 2.762
H 0.952 -4.261 3.187
H 2.058 -4.003 4.378
O 1.629 -4.669 3.739
H 2.673 0.682 -1.724
H 1.548 1.647 -2.088
O 1.881 1.111 -1.328
H -2.279 -1.865 3.717
H -0.740 -1.640 3.645
O -1.457 -1.788 4.287
H -2.587 -3.748 -0.584
H -2.939 -2.198 -1.015
O -2.335 -2.954 -1.092
H -0.972 4.678 -2.625
O -0.628 3.963 -3.146
H -3.286 1.673 2.391
H -4.097 1.773 0.947
O -3.311 1.833 1.469
H 1.789 2.838 -0.808
H 2.984 4.376 -2.418
H -2.766 0.727 -3.460
H 2.320 6.469 0.019
H 3.282 -3.381 1.322
H -0.860 4.103 -4.050
O 0.629 0.288 -5.028
H 0.683 0.646 -4.143
H 0.747 -0.656 -5.065
O 0.355 -0.011 1.089
H -0.290 0.014 1.797
H -0.104 0.112 0.259
O -5.098 1.697 -0.595
H -5.711 1.586 -1.323
H -5.634 1.838 0.230
O 1.318 2.596 -3.614
H 1.496 3.428 -3.197
H 2.099 2.406 -4.113
O -1.511 1.765 -4.330
H -0.828 2.096 -3.707
H -1.216 1.375 -5.151
O 0.030 1.024 4.364
H 0.060 0.881 5.324
H -0.566 0.257 4.111
O 1.661 -2.224 -3.641
H 1.796 -3.160 -3.741
H 1.331 -1.984 -2.773
```

Properties
charge = 0
frontier orbital gap = 9.94 eV
HOMO energy = -10.4 eV

Results of the Mulliken charge analysis, in e, for atoms 1 through 2:
1 H 0.2967
2 H 0.3434

How do the energies compare? Relative to the most stable structure, in eV: #1 9.563; #2 0.000.